Below is a structure of composition C64H68N7O4PSSbTeTi at a distorted geometry, with properties calculated with the ωB97M-V functional and the def2-TZVPD basis.

Each line ends with the Mulliken charge.
CARTESIAN COORDINATES (ANGSTROEM)
1 Ti -0.880103 -0.309230 0.128913  -0.36
2 O -2.289993 0.997359 -1.016118  -0.78
3 C -2.511703 -0.209556 -1.039850  0.99
4 C -3.488386 -0.921684 -1.871424  0.45
5 C -4.770079 -0.433128 -2.106752  -0.35
6 C -5.650683 -1.181817 -2.866624  -0.96
7 C -5.246686 -2.405604 -3.391966  -0.77
8 C -3.969807 -2.898285 -3.155386  -1.17
9 C -3.078269 -2.161549 -2.387083  0.33
10 P -1.318146 -2.569540 -2.057373  2.58
11 C -1.192893 -4.368406 -2.412397  0.44
12 C -1.247093 -4.910066 -3.699206  -0.35
13 C -1.179340 -6.283456 -3.880364  -0.82
14 C -1.059873 -7.133008 -2.785537  -0.70
15 C -0.982058 -6.604073 -1.507233  -0.96
16 C -1.039577 -5.227602 -1.324528  -0.22
17 C -0.563706 -1.959824 -3.636132  -0.10
18 C -1.190528 -1.070037 -4.505113  -0.49
19 C -0.552010 -0.650913 -5.668993  -0.86
20 C 0.721177 -1.105743 -5.972114  -0.69
21 C 1.363075 -1.984228 -5.105505  -0.80
22 C 0.725332 -2.404863 -3.948350  -0.18
23 H -5.058900 0.520290 -1.680319  0.56
24 H -6.653273 -0.817557 -3.051037  0.40
25 H -5.938485 -2.983256 -3.994264  0.41
26 H -3.676155 -3.855492 -3.567200  0.47
27 H -1.333135 -4.261198 -4.561376  0.49
28 H -1.222550 -6.692710 -4.882658  0.44
29 H -1.025133 -8.205136 -2.934101  0.42
30 H -0.879825 -7.261377 -0.652007  0.47
31 H -0.964590 -4.808322 -0.328812  0.38
32 H -2.189215 -0.709303 -4.287907  0.51
33 H -1.063109 0.022028 -6.346917  0.43
34 H 1.210646 -0.786975 -6.884470  0.41
35 H 2.355718 -2.352162 -5.339795  0.46
36 H 1.220865 -3.106650 -3.282110  0.51
37 C -0.460643 0.383772 4.082539  -0.46
38 O -1.867199 0.325044 3.843886  -0.57
39 C -2.239019 0.335301 2.521063  -0.30
40 O -1.562312 -0.570008 1.750847  0.34
41 N -3.649706 0.068376 2.546383  -0.21
42 N -4.248642 0.362733 1.293004  -0.50
43 H -0.346532 0.375816 5.162191  0.49
44 H -0.023646 1.296461 3.673136  0.06
45 H 0.044553 -0.484073 3.656212  -0.02
46 H -4.040252 0.615716 3.305555  0.33
47 H -4.264945 1.367411 1.132417  0.25
48 H -5.199545 0.022777 1.334634  0.39
49 S 6.035844 -2.102029 -1.994787  0.08
50 N 5.065889 -2.822485 -0.934188  -0.73
51 C 3.905606 -2.198682 -1.003183  1.13
52 C 2.749690 -2.469914 -0.172274  0.57
53 C 2.738997 -3.433646 0.841317  -1.09
54 C 1.631498 -3.540200 1.647206  -1.62
55 C 0.566020 -2.675339 1.444305  -0.71
56 N 0.549242 -1.782805 0.460811  1.54
57 C 1.619435 -1.683624 -0.362763  -0.07
58 C 1.572859 -0.650674 -1.399533  -0.35
59 N 0.413815 0.036377 -1.529582  1.81
60 C 0.364929 1.017113 -2.420115  -0.92
61 C 1.448773 1.379568 -3.214494  -1.71
62 C 2.631315 0.700950 -3.077443  -0.83
63 C 2.695868 -0.347326 -2.159430  1.29
64 C 3.887189 -1.141986 -1.952981  0.09
65 N 5.037095 -0.987560 -2.581569  -0.65
66 H 3.605797 -4.068881 0.975653  0.62
67 H 1.588270 -4.262761 2.451273  0.62
68 H -0.303112 -2.698284 2.086199  0.40
69 H -0.580504 1.531468 -2.514762  0.43
70 H 1.347018 2.190384 -3.923015  0.55
71 H 3.510247 0.955282 -3.657166  0.59
72 C 7.379101 5.524550 -2.764537  -1.65
73 C 6.192979 4.916640 -2.058548  0.58
74 C 6.342605 3.826518 -1.207543  -0.84
75 C 5.256577 3.239976 -0.567063  0.72
76 C 5.505529 2.040323 0.317967  -0.85
77 C 3.964336 3.763226 -0.773225  -0.35
78 Te 2.242997 2.679483 -0.064222  1.04
79 N -0.187141 1.430093 0.692978  1.21
80 C -1.022273 2.163477 1.290293  -0.44
81 O -2.089191 1.707921 2.044383  -0.15
82 C -1.133336 3.647935 1.207626  0.10
83 C -1.534093 4.413477 2.298653  -0.32
84 C -1.794498 5.765855 2.139261  -0.90
85 C -1.671607 6.359349 0.889444  -0.68
86 C -1.262352 5.599956 -0.199562  -0.63
87 C -0.994640 4.248024 -0.040476  0.41
88 C 2.569433 2.888984 2.023137  0.26
89 C 2.559568 4.157736 2.624515  0.77
90 C 2.379689 5.420826 1.819476  -0.98
91 C 2.688142 4.246758 4.008287  -1.15
92 C 2.823658 3.122701 4.808952  0.59
93 C 2.969988 3.240012 6.304682  -1.69
94 C 2.838294 1.875697 4.194053  -0.74
95 C 2.709209 1.736137 2.815298  0.58
96 C 2.699562 0.344872 2.228673  -0.63
97 C 3.803069 4.882671 -1.602072  1.31
98 C 2.469438 5.560174 -1.845790  -1.72
99 C 4.919391 5.436866 -2.227831  -0.89
100 H 8.231869 4.847106 -2.748648  0.36
101 H 7.676758 6.456069 -2.277759  0.31
102 H 7.135211 5.758998 -3.801128  0.38
103 H 7.333962 3.411966 -1.045581  0.36
104 H 6.576330 1.877469 0.448766  0.54
105 H 5.075090 1.138475 -0.129887  -0.15
106 H 5.056299 2.176437 1.302103  0.04
107 H -1.644775 3.947238 3.269774  0.53
108 H -2.112345 6.355354 2.991307  0.45
109 H -1.906382 7.408365 0.760717  0.41
110 H -1.165040 6.052908 -1.179846  0.46
111 H -0.724227 3.634688 -0.887663  0.03
112 H 1.397536 5.423941 1.337192  -0.07
113 H 3.133242 5.490697 1.034991  -0.03
114 H 2.459858 6.302365 2.456183  0.50
115 H 2.662560 5.227011 4.475780  0.38
116 H 2.605516 4.201977 6.664407  0.38
117 H 4.021102 3.152809 6.589799  0.31
118 H 2.424037 2.446714 6.815689  0.38
119 H 2.944289 0.985304 4.808625  0.40
120 H 2.953989 -0.394504 2.989737  0.66
121 H 3.417394 0.264177 1.410603  -0.31
122 H 1.708721 0.113846 1.836274  -0.44
123 H 1.671686 5.104212 -1.267041  -0.23
124 H 2.202596 5.520980 -2.905727  0.48
125 H 2.535447 6.614905 -1.569480  0.46
126 H 4.781344 6.308085 -2.863745  0.45
127 C -4.325189 -6.117150 2.280153  -1.27
128 C -3.550933 -5.460888 1.135112  -0.38
129 Sb -3.200533 -3.299823 1.195845  -0.44
130 C -3.133109 -3.172508 3.363556  0.03
131 C -4.443793 -3.049182 4.137898  -1.46
132 C -5.219845 -2.865922 0.508421  0.16
133 C -6.439116 -3.165250 1.382154  -1.36
134 H -4.352721 -7.200815 2.141069  0.41
135 H -5.357342 -5.776226 2.329818  0.16
136 H -3.861177 -5.923935 3.249056  0.27
137 H -4.059402 -5.631319 0.180106  0.41
138 H -2.570145 -5.938582 1.051587  0.28
139 H -2.502456 -2.309014 3.581075  -0.15
140 H -2.590657 -4.074637 3.663239  0.78
141 H -4.946388 -2.114830 3.886148  0.21
142 H -4.240508 -3.032865 5.212688  0.39
143 H -5.120520 -3.879921 3.940447  0.34
144 H -5.264916 -3.459118 -0.410445  0.42
145 H -5.216146 -1.822146 0.203412  -0.15
146 H -6.501049 -4.221201 1.636903  0.26
147 H -7.355465 -2.910146 0.841239  0.40
148 H -6.430467 -2.593487 2.309017  0.23

Atomic forces in eV per Å
Ti -0.5 1.0 -0.9
O 0.1 -0.2 0.1
C -0.6 -0.2 -0.5
C 0.0 -0.2 0.1
C 0.1 0.1 0.0
C 0.0 0.0 0.0
C -0.1 0.0 0.0
C 0.0 0.0 0.0
C 0.1 0.2 0.3
P -0.1 -0.2 -1.0
C 0.0 0.0 0.3
C 0.0 -0.1 0.1
C 0.0 0.0 0.0
C 0.0 0.0 0.0
C 0.0 0.0 0.0
C 0.0 0.0 -0.1
C 0.0 0.0 0.1
C 0.0 0.0 0.0
C 0.0 0.0 0.0
C 0.0 0.0 0.0
C 0.0 0.0 0.0
C 0.0 0.1 0.0
H 0.0 0.0 0.0
H 0.0 0.0 0.0
H 0.0 0.0 0.1
H 0.0 0.0 0.0
H 0.0 0.0 0.0
H 0.0 0.0 0.0
H 0.0 0.0 0.0
H 0.0 0.0 0.0
H 0.0 0.0 0.0
H 0.0 0.0 0.0
H 0.0 0.0 0.0
H 0.0 0.0 0.0
H 0.0 0.0 0.0
H 0.0 0.0 -0.1
C -0.1 0.1 0.0
O 0.2 -0.3 0.0
C -0.2 0.4 0.5
O -0.9 0.2 1.3
N 0.1 -0.2 -0.1
N 0.0 0.0 0.0
H 0.0 0.0 0.0
H 0.0 0.0 0.0
H 0.0 0.0 0.0
H 0.0 0.1 0.1
H 0.0 0.1 0.0
H 0.0 -0.1 -0.1
S 0.3 -0.1 -0.1
N 0.1 -0.1 0.1
C -0.2 0.2 0.0
C 0.1 -0.2 0.0
C 0.1 0.0 -0.1
C 0.1 -0.1 0.1
C -0.2 0.1 0.0
N 1.0 -0.3 0.0
C 0.1 0.2 0.1
C 0.0 0.2 0.1
N 1.2 -0.2 -0.5
C -0.2 -0.1 -0.1
C 0.0 0.0 -0.1
C 0.1 -0.1 -0.1
C 0.1 -0.1 -0.1
C -0.2 -0.1 0.2
N 0.1 0.0 -0.1
H 0.0 0.0 0.0
H 0.0 0.0 0.0
H -0.1 0.1 0.0
H 0.0 0.1 0.1
H 0.0 0.0 0.0
H 0.0 0.0 0.0
C -0.1 0.0 0.1
C 0.0 0.0 0.0
C 0.0 0.0 0.0
C -0.1 0.0 0.0
C 0.0 0.1 -0.1
C 0.1 -0.3 0.0
Te 0.6 0.4 0.0
N -0.9 -0.1 0.2
C 0.1 -0.1 0.3
O 0.2 -0.2 -0.3
C -0.1 0.0 0.0
C 0.1 0.0 0.0
C 0.0 0.0 0.1
C 0.1 0.0 0.0
C 0.0 0.0 0.0
C -0.1 0.0 0.1
C -0.1 -0.1 0.1
C -0.1 0.0 -0.2
C 0.0 -0.2 0.1
C 0.0 0.0 0.0
C 0.0 -0.1 0.1
C 0.1 0.0 -0.1
C -0.1 0.0 0.0
C 0.0 0.0 0.0
C 0.1 0.1 0.1
C -0.2 0.0 0.1
C 0.2 0.0 -0.1
C 0.0 0.0 0.0
H 0.0 0.0 0.0
H 0.0 0.0 0.0
H 0.0 0.0 0.0
H -0.1 0.0 0.0
H 0.0 0.0 0.0
H 0.0 0.0 0.1
H 0.0 0.0 0.0
H 0.0 0.0 0.0
H 0.0 0.0 0.0
H 0.0 0.0 0.0
H 0.0 0.0 0.1
H 0.1 0.0 0.0
H 0.0 0.0 0.0
H 0.0 0.0 0.0
H 0.0 0.0 0.0
H 0.0 0.0 0.0
H 0.0 0.0 0.0
H 0.0 0.0 0.0
H 0.0 0.0 0.0
H 0.0 0.0 0.0
H 0.0 0.0 0.0
H 0.0 0.0 0.0
H 0.0 0.0 0.0
H -0.1 0.0 0.0
H 0.0 0.0 0.0
H 0.0 0.0 0.0
H 0.0 -0.1 0.0
C 0.1 0.0 -0.1
C 0.1 0.1 0.0
Sb -0.5 -0.6 0.1
C -0.1 0.2 -0.1
C 0.2 0.0 0.0
C 0.0 0.1 0.3
C 0.1 0.1 -0.2
H 0.0 0.0 0.0
H 0.0 0.0 0.0
H 0.0 0.0 0.0
H 0.1 0.0 0.0
H 0.0 0.0 0.0
H 0.0 0.0 0.0
H 0.0 0.0 0.0
H 0.0 0.0 0.0
H 0.0 0.0 0.0
H 0.0 0.0 0.0
H 0.0 0.0 0.0
H 0.0 0.0 0.0
H 0.0 0.0 0.1
H 0.0 0.0 0.0
H 0.0 0.0 0.0

- Gap between HOMO and LUMO: 5.598 eV
- Charge: +1
- LUMO energy: -3.52 eV
- ΔE to the lowest compared entry with this formula, charge and spin: 27.6 kJ/mol
- HOMO energy: -9.118 eV

***

Below is a cluster of 2 separate species, CH2F3P in total at a distorted geometry, with properties calculated with the ωB97M-V functional and the def2-TZVPD basis.

Each line ends with the Mulliken spin population.
CARTESIAN COORDINATES (ANGSTROEM)
1 C 2.266514 0.086810 0.223452  1.84
2 F -2.371061 0.002470 0.824723  0.00
3 F -1.852884 1.028091 -1.187815  0.00
4 F -2.167521 -1.361957 -1.127794  0.00
5 P -1.334828 -0.228007 -0.302359  0.01
6 H 2.687800 -0.543199 1.008935  0.07
7 H 2.771981 1.015789 0.560860  0.07

Atomic forces in eV per Å
C 2.1 1.1 2.5
F -0.4 -0.1 0.9
F 0.7 -0.9 0.5
F 0.9 1.0 0.8
P -1.2 0.1 -2.2
H -1.0 -1.8 -0.7
H -1.1 0.7 -1.7

- Gap between HOMO and LUMO (spin up / spin down): 10.637 / 10.212 eV
- Multiplicity: 3
- LUMO energy (spin up / spin down): 1.02 / -1.61 eV
- ΔE to the lowest compared entry with this formula, charge and spin: 17.3 kJ/mol
- HOMO energy (spin up / spin down): -9.620 / -11.826 eV

***

Below is the molecule C5H6F2 at a distorted geometry, with properties calculated with the ωB97M-V functional and the def2-TZVPD basis.

Each line ends with the Mulliken charge.
CARTESIAN COORDINATES (ANGSTROEM)
1 F 1.279475 -1.371971 -0.775239  -0.24
2 C 1.705026 -0.685981 0.316389  -0.03
3 C 1.105735 0.508116 0.570116  -0.47
4 C 0.158694 1.205343 -0.346048  -0.07
5 C -1.026459 0.650319 -0.530500  -0.11
6 C -1.434875 -0.668878 -0.025415  -0.30
7 F -2.796451 -0.735286 0.282363  -0.30
8 H 2.517762 -1.096836 1.066651  0.30
9 H 1.398593 1.114070 1.626470  0.18
10 H 0.516396 2.102150 -0.963181  0.30
11 H -1.542844 1.265578 -1.420835  0.18
12 H -1.010221 -1.555562 -0.651133  0.20
13 H -0.870831 -0.731067 0.850359  0.35

Atomic forces in eV per Å
F 1.1 -0.2 0.6
C -0.1 1.8 2.1
C 2.2 1.0 2.3
C 1.3 -0.1 0.2
C -1.2 2.6 -4.4
C 0.1 -0.8 -1.2
F 0.6 -0.3 -0.5
H -1.9 0.2 -2.2
H -0.5 -1.9 -3.1
H -0.7 -1.3 1.3
H 0.2 -2.0 2.2
H -1.6 1.5 0.6
H 0.4 -0.6 2.0

- Gap between HOMO and LUMO: 10.755 eV
- LUMO energy: 0.88 eV
- ΔE to the lowest compared entry with this formula, charge and spin: 169.8 kJ/mol
- HOMO energy: -9.876 eV

***

Below is the molecule C7H11N at a distorted geometry, with properties calculated with the ωB97M-V functional and the def2-TZVPD basis.

Each line ends with the Mulliken charge.
CARTESIAN COORDINATES (ANGSTROEM)
1 C 2.600978 -0.710864 -0.048758  -0.73
2 C 1.295447 -0.464651 -0.282605  0.30
3 C 0.113193 -1.409858 -0.020168  -0.69
4 C -1.219140 -0.396014 0.529918  0.13
5 N -2.336697 -0.724655 -0.505751  -0.59
6 C -0.586668 1.160398 0.585771  -0.49
7 C 0.090559 2.171872 -0.218040  -0.38
8 C 0.515766 0.811058 -0.548433  -0.10
9 H 2.796537 -1.627408 0.604045  0.19
10 H 3.581566 -0.168285 -0.210307  0.29
11 H 0.147266 -2.113249 0.853005  0.33
12 H -0.224253 -1.967510 -1.039575  0.27
13 H -1.411888 -0.502782 1.651447  0.29
14 H -2.951252 0.035492 -0.542367  0.21
15 H -2.604404 -1.780578 -0.473415  0.23
16 H -0.184795 1.465967 1.737971  0.10
17 H -0.281192 2.737336 -1.163499  0.24
18 H 0.835652 2.712275 0.481680  0.26
19 H -0.176677 0.771462 -1.390920  0.14

Atomic forces in eV per Å
C 0.4 -1.2 1.4
C -0.1 1.4 1.2
C -2.6 -0.1 0.5
C 0.6 0.1 -1.8
N 3.3 -2.1 2.1
C 0.6 -3.2 2.8
C 2.8 3.7 -1.6
C -0.3 0.4 -0.4
H -0.3 0.8 -1.5
H -1.9 0.0 -0.1
H 0.8 0.1 -1.1
H 0.7 1.3 2.5
H -0.2 -0.7 -1.6
H -1.8 0.3 0.1
H 0.0 3.2 0.1
H -1.0 -1.9 -3.0
H 0.4 -0.5 2.1
H -1.6 -0.1 -1.3
H 0.2 -1.8 -0.3

- Gap between HOMO and LUMO: 9.106 eV
- LUMO energy: 1.01 eV
- ΔE to the lowest compared entry with this formula, charge and spin: 725.9 kJ/mol
- HOMO energy: -8.098 eV

***

Below is a cluster of 2 separate species, CH4N2O in total at a distorted geometry, with properties calculated with the ωB97M-V functional and the def2-TZVPD basis.

Each line ends with the Mulliken spin population.
CARTESIAN COORDINATES (ANGSTROEM)
1 C -0.411455 0.577828 0.671810  0.02
2 N 0.597325 0.125754 -1.451357  0.01
3 N 0.130948 -0.134290 -0.370630  0.30
4 O 0.112186 -2.065669 0.021994  1.62
5 H 0.313573 1.234458 0.952470  0.00
6 H -0.449414 -0.167310 1.468724  0.01
7 H -1.387020 1.072169 0.537424  0.01
8 H 1.093856 -0.642940 -1.830435  0.03

Atomic forces in eV per Å
C -2.5 -0.5 0.8
N -1.4 3.4 0.2
N 1.8 -2.7 -1.6
O -0.1 -0.9 0.1
H 1.9 2.4 0.8
H -0.6 0.2 0.2
H 0.4 -0.2 -0.3
H 0.5 -1.7 -0.3

- Gap between HOMO and LUMO (spin up / spin down): 8.476 / 8.949 eV
- Multiplicity: 3
- LUMO energy (spin up / spin down): 0.28 / -0.42 eV
- ΔE to the lowest compared entry with this formula, charge and spin: 256.6 kJ/mol
- HOMO energy (spin up / spin down): -8.201 / -9.366 eV